Record 1
C54H51As2N3O5P2STi | ωB97M-V with the def2-TZVPD basis set

Cartesian coordinates (Å):
C -1.655 -4.002 -3.630
H 5.913 -6.546 2.338
H -4.099 5.088 0.341
N 0.487 -0.443 1.791
H 5.843 -4.561 3.806
H 0.355 1.742 4.288
C -1.434 5.685 -1.637
H -2.203 5.767 4.526
C 3.988 2.281 0.701
C -1.586 5.540 3.665
C -3.204 4.896 -0.243
H -2.602 -5.567 -4.733
C 0.774 -4.093 -3.546
H 5.056 -6.400 0.025
C -0.189 1.284 3.460
H -2.105 2.034 -3.500
C 3.789 -1.413 -3.655
H -0.937 6.488 -2.165
As -0.832 1.500 -1.386
H -4.710 -6.071 0.610
C 1.570 -1.963 3.047
H 4.093 -4.294 -0.809
C 1.270 -1.603 1.765
H -6.909 -2.512 -0.391
H 4.352 3.991 3.598
C -2.572 5.941 -0.892
H -4.751 2.021 2.831
H 1.675 -5.725 -4.587
H -1.561 3.436 4.063
N -2.802 -0.803 -0.468
O -2.359 0.237 1.905
C 0.059 4.963 1.508
H 1.357 -1.677 -0.356
Ti -1.023 -0.066 0.702
C 5.153 -1.448 -3.894
C 3.869 3.432 2.807
H 1.087 -0.966 4.995
C 4.172 -1.629 -1.276
O -2.379 1.372 1.058
C -4.384 2.907 2.311
H 2.161 -2.818 3.340
P 0.083 2.220 1.891
C -5.929 -4.382 0.114
C 6.033 -1.547 -2.824
C -1.238 4.223 3.392
C -1.115 6.565 2.860
C -1.663 -5.149 -4.399
H 0.528 2.368 -3.363
H -5.550 2.026 -1.415
H 1.928 3.573 3.699
C -0.432 -3.468 -3.210
H -1.250 1.253 3.714
C 0.365 -0.069 3.142
C 5.495 -5.616 1.975
H 5.670 3.180 1.671
H -2.970 6.944 -0.822
H -0.478 -6.650 -5.365
N -0.381 -1.277 -1.863
C 1.886 2.459 1.855
C 4.410 -3.229 1.032
C 5.007 -5.537 0.677
O -4.756 0.196 0.706
C -4.724 -5.007 0.416
C 3.304 -1.492 -2.354
H -3.504 3.300 2.806
C -0.927 4.398 -1.710
H 6.241 -1.707 -0.700
C -5.982 -3.017 -0.155
O -1.338 -2.068 0.634
C 1.003 -0.985 3.920
H -6.361 2.093 0.169
C -0.280 6.275 1.789
C -5.581 2.522 -0.453
H 4.899 -2.436 2.966
As -3.903 2.321 0.545
C -0.405 -2.259 -2.465
S -4.417 -0.646 -0.457
H 1.712 -3.675 -3.203
C -0.465 -5.761 -4.749
O -4.901 -0.161 -1.710
H 0.115 7.078 1.180
C 0.780 1.848 -2.442
H 7.100 -1.558 -3.001
C -4.789 -2.334 -0.116
H -6.841 -4.962 0.083
C 5.450 -4.503 2.799
C -2.021 1.130 -2.901
C -3.577 -2.939 0.195
H 1.799 -3.211 0.435
C 0.747 -5.239 -4.318
C -2.707 3.597 -0.334
C -2.481 -1.948 0.140
C 4.916 -3.312 2.327
C 4.608 2.981 1.721
H 4.566 1.939 -0.147
C -1.547 3.325 -1.074
C 2.509 3.186 2.870
H -2.579 -3.508 -3.356
H 1.210 0.878 -2.690
H 1.515 2.414 -1.872
H -2.594 -4.775 0.718
P 3.690 -1.627 0.499
H 2.238 -1.445 -2.191
H 3.098 -1.330 -4.487
H 5.532 -1.392 -4.906
H -1.592 0.328 -3.498
C 5.547 -1.630 -1.530
H 2.136 1.449 -0.016
C -3.531 -4.292 0.474
H -0.030 4.220 -2.289
H -1.377 7.591 3.082
C -0.424 3.923 2.303
C 4.464 -4.353 0.207
H -5.718 3.596 -0.582
H 0.733 4.736 0.692
H -5.168 3.659 2.267
C 2.629 2.008 0.771
C 1.862 -2.126 0.494
H -3.008 0.819 -2.575

Values from the calculation:
HOMO-LUMO gap ... 5.69 eV
Net charge ... +2
Multiplicity ... 1
LUMO level ... -0.2236 Ha
Energy relative to the best compared isomer or geometry (same formula, charge and spin) ... 71.8 kcal/mol

Atomic partial charges in e from the Mulliken method, atoms 1 to 8:
1 C -0.562
2 H 0.401
3 H 0.512
4 N 1.103
5 H 0.420
6 H 0.884
7 C -0.935
8 H 0.491

---

Record 2
C54H51IN6O3STeV | ωB97M-V with the def2-TZVPD basis set

Cartesian coordinates (Å):
C -4.056 4.901 2.329
H 3.454 -7.560 1.545
H -0.267 4.344 -1.297
C 3.400 -0.743 4.600
C 1.610 -3.166 0.963
C -1.266 1.849 -4.237
C -1.356 -2.987 -0.653
H 4.281 2.283 2.420
H 2.251 1.127 1.675
C 4.112 2.120 1.363
H -2.832 2.642 -3.280
C -1.096 4.730 -3.285
N -0.286 -1.470 -3.793
H -2.483 5.759 3.512
H 0.430 -3.949 -3.947
C -3.369 3.150 0.803
C -2.731 5.029 2.751
H -1.133 5.794 -3.077
N 0.841 -0.442 -0.394
H 1.519 -6.238 2.372
C -0.040 -3.708 -3.001
H 3.850 -4.838 -0.909
H 4.403 -6.980 0.170
C -0.967 -1.977 -1.518
C 2.552 -3.386 -0.055
H -1.521 5.147 -5.269
O 0.431 3.118 0.536
C -4.588 -0.593 0.322
C -0.097 0.358 -5.818
C -1.052 -4.320 -0.926
H -0.050 -4.978 3.387
H 2.934 -1.045 7.659
C 2.909 -0.976 3.319
C 1.813 -5.442 1.696
C -5.121 5.799 2.898
C -4.357 3.948 1.357
H -1.266 0.010 4.977
C 3.134 -0.170 7.038
N -2.051 2.029 -3.043
H -1.930 -2.762 0.240
C -1.113 3.002 -5.171
H 4.849 -0.922 2.410
H -5.383 3.833 1.027
C 1.217 -4.195 1.834
N -0.705 -0.327 -3.507
C -0.811 3.890 -2.113
S -0.761 2.327 0.610
C 2.753 1.250 -0.414
H -6.529 -1.030 -0.501
H 3.441 1.633 -2.413
H -0.700 4.367 2.532
H -2.550 -0.126 0.800
C 3.895 -1.432 2.278
C 2.578 -0.381 5.656
C 1.534 -0.806 3.115
O 1.080 0.887 -2.072
V -0.710 0.087 -1.566
H 0.681 -0.395 -5.834
C 3.398 -7.051 0.584
C -5.011 -0.812 -2.009
H -5.062 5.842 3.986
C 2.982 1.442 0.945
C 0.655 -0.456 4.161
C 1.565 0.571 -0.923
H 4.466 -0.854 4.769
C 4.780 2.433 -0.935
C -2.058 3.307 1.240
Te 0.525 -1.397 1.354
H -1.143 0.385 3.263
H 5.902 3.131 0.755
H 2.808 -7.680 -0.087
H -0.132 0.405 -7.896
H -3.277 -0.537 -3.245
C -0.387 -2.389 -2.731
C -0.848 -0.329 4.031
H 5.476 2.829 -1.662
H 2.212 -2.101 -1.757
H -2.924 3.292 -6.477
I -5.169 -0.581 2.309
H 4.072 -2.506 2.374
H 3.559 -1.237 1.266
C 3.642 1.769 -1.359
C -0.575 0.815 -6.995
C 3.110 -4.656 -0.138
H 4.211 -0.017 7.017
H -0.099 -5.719 -2.254
C -0.683 0.671 -4.531
H -6.119 5.466 2.620
H 0.502 -3.345 3.707
C -3.675 -0.559 -2.240
C -5.486 -0.834 -0.707
C 2.768 -5.692 0.722
C -3.265 -0.341 0.016
C -1.727 4.249 2.210
C -1.307 4.359 -4.553
H -1.318 -1.290 3.805
N -1.287 1.796 -0.837
H -0.090 2.956 -5.568
C 5.015 2.605 0.425
N -2.811 -0.329 -1.245
C 0.169 -4.022 2.916
H -4.992 6.817 2.525
H 3.406 -1.462 -0.635
C 3.017 -2.377 -1.079
C -1.308 2.662 -1.982
H 0.557 0.022 6.233
H -3.615 2.414 0.048
H 2.669 0.687 7.523
C 1.214 -0.250 5.414
H -0.780 -3.646 2.516
C -0.350 -4.683 -2.069
O -0.669 1.101 1.403
C -2.032 2.692 -6.332
H -1.373 -5.088 -0.231
C -1.712 1.703 -7.177
H 3.820 -2.808 -1.674
H -2.312 1.551 -8.067
H -5.673 -0.992 -2.845

Values from the calculation:
HOMO-LUMO gap (spin up / spin down) ... 6.49 / 6.57 eV
Net charge ... +2
Multiplicity ... 2
LUMO level (spin up / spin down) ... -0.2303 / -0.2291 Ha
Energy relative to the best compared isomer or geometry (same formula, charge and spin) ... 28.1 kcal/mol

Atomic partial charges in e from the Mulliken method, atoms 1 to 8:
1 C 1.020
2 H 0.415
3 H 0.629
4 C -1.008
5 C 2.133
6 C -0.021
7 C 0.118
8 H 0.550